Below is the ion C16H21N4OS2 with charge +1 at a distorted geometry, with properties calculated with the ωB97M-V functional and the def2-TZVPD basis.

Last column: natural (NBO) charge in e.
Cartesian coordinates (Å):
S  -3.5760  -2.6755  -2.6118  0.19
C  -2.0091  -2.4731  -2.9099  -0.16
S  -1.4985  -1.5619  -4.3477  0.30
C  -0.5289  -0.1824  -3.6810  -0.53
C  -1.1575  0.4452  -2.4158  -0.42
C  -0.1639  1.4724  -1.8411  -0.40
C  0.2989  1.1004  -0.4216  0.07
C  1.3760  2.1200  0.0156  -0.27
N  0.8333  3.2849  0.7799  -0.50
C  -0.2127  2.9399  1.8050  -0.26
C  -0.6856  1.4848  1.7140  0.06
C  0.1517  0.4925  2.5014  -0.03
C  1.2370  0.8703  3.2885  -0.29
C  1.9496  -0.0846  3.9703  0.05
N  1.7153  -1.3931  4.0123  -0.36
C  0.6724  -1.7112  3.2445  0.05
C  -0.1000  -0.8688  2.4869  -0.25
O  -0.8876  1.1049  0.3754  -0.51
N  -1.0340  -3.0249  -2.0305  -0.45
C  -0.7871  -2.6348  -0.7408  -0.12
C  0.1997  -3.4657  -0.3223  -0.08
N  0.5655  -4.3166  -1.3222  -0.43
C  -0.1815  -4.0355  -2.3422  0.19
H  0.4753  -0.5165  -3.3979  0.21
H  -0.4284  0.5901  -4.4425  0.24
H  -1.4422  -0.3158  -1.6920  0.22
H  -2.0781  0.9339  -2.7421  0.23
H  0.7212  1.5387  -2.4803  0.21
H  -0.6411  2.4592  -1.7910  0.20
H  0.6952  0.0799  -0.4584  0.22
H  2.1772  1.6149  0.5545  0.25
H  1.8328  2.5031  -0.8964  0.24
H  0.5014  3.9757  0.1079  0.45
H  1.6171  3.7122  1.2763  0.45
H  -1.0863  3.5473  1.5656  0.24
H  0.0759  3.2148  2.8149  0.25
H  -1.6760  1.4932  2.1786  0.24
H  1.5302  1.9089  3.3730  0.19
H  2.8084  0.2551  4.5482  0.20
H  0.4145  -2.7686  3.2255  0.21
H  -0.9040  -1.2726  1.8832  0.23
H  -1.2812  -1.8444  -0.2043  0.22
H  0.6320  -3.4623  0.6657  0.21
H  -0.1205  -4.5344  -3.2957  0.22

Output
E_tot, eV: -46602.617
Net charge: +1
LUMO, Ha: -0.13441
Structure (SMILES): S=C(SCCC[C@H]1C[NH2+]C[C@H](c2ccncc2)O1)n1ccnc1
Spin multiplicity: 1
Strongest force on any atom, eV/Å: 1.963